Entry from the OMol25 dataset: a cluster of 2 separate species, C3H8OS in total (ωB97M-V with the def2-TZVPD basis set).

**Energy relative to the best compared isomer or geometry (same formula, charge and spin)**: 1.2081 eV
**HOMO level**: -8.36 eV
**E_LUMO**: 0.0236 Ha
**E_tot**: -592.4737 Ha
**HOMO-LUMO gap**: 9.00 eV

XYZ file:
```
13
Properties=species:S:1:pos:R:3:forces:R:3
C -2.1358 1.0858 -1.8769 0.3 -0.9 0.4
O -2.3996 1.0949 -0.7062 -0.2 0.5 -0.1
H -2.2389 0.1382 -2.4315 -0.1 0.1 -0.3
H -1.6802 1.9292 -2.4094 -0.1 0.3 0.0
C 0.6993 0.5211 -0.0883 1.1 0.2 1.4
S 1.8193 -0.9020 0.0868 -0.2 -0.4 0.0
C 1.1597 -1.5702 1.6915 0.6 2.1 -1.1
H 1.1277 1.3256 0.5175 -0.1 0.1 0.0
H -0.2304 0.2606 0.4020 -0.5 0.1 -0.7
H 0.6711 0.9126 -1.0961 -0.4 -0.4 -0.3
H 0.1724 -1.9637 1.5061 0.0 -0.7 0.3
H 1.9654 -2.1631 2.1031 -0.4 -0.6 0.1
H 1.0700 -0.6690 2.3013 -0.1 -0.2 0.3
```
Forces are in eV/Å.

Results of the Mulliken charge analysis, in e, for atoms 1 through 4:
1. C -0.137
2. O -0.384
3. H 0.249
4. H 0.274

Entry from the OMol25 dataset: a cluster of 3 separate species, C3H8OS in total (ωB97M-V with the def2-TZVPD basis set).

**Energy relative to the best compared isomer or geometry (same formula, charge and spin)**: 3.9053 eV
**HOMO level**: -8.98 eV
**E_LUMO**: 0.0155 Ha
**E_tot**: -592.3745 Ha
**HOMO-LUMO gap**: 9.40 eV

XYZ file:
```
13
Properties=species:S:1:pos:R:3:forces:R:3
H -0.9239 -0.6682 0.7371 -1.2 0.5 5.1
H -0.7830 -0.7392 0.1135 0.9 -0.8 -4.3
C 0.8995 0.4012 3.8896 -0.6 0.3 -0.7
C -0.2736 0.5270 3.2741 7.2 -2.1 3.9
O -1.0483 1.1585 2.8282 -7.2 3.4 -3.9
H 1.3594 -0.4760 4.2270 0.5 -0.8 0.4
H 1.3974 1.3697 3.7227 0.1 -0.7 0.3
C -0.1413 -0.3837 -3.7033 4.6 1.6 1.4
S 0.4863 -0.5414 -1.8518 -1.5 0.8 -1.2
H -0.0019 -1.3601 -4.1522 0.6 0.1 -0.1
H -1.1128 -0.1265 -3.8358 -3.0 0.8 0.3
H 0.5129 0.5129 -4.1128 -1.3 -2.3 0.4
H -0.3706 0.3258 -1.1365 1.0 -0.8 -1.5
```
Forces are in eV/Å.

Results of the Mulliken charge analysis, in e, for atoms 1 through 4:
1. H -0.264
2. H 0.192
3. C -0.838
4. C 0.525